9
Properties=species:S:1:pos:R:3:forces:R:3 method="wB97M-V/def2-TZVPD" e_tot_ha=-1886.6112 multiplicity=3 max_force_ev_per_a=4.3 relative_energy_kcal_mol=0.0
C -0.168775 2.448384 -1.371258 -0.043 0.127 0.449
O -0.676749 1.690759 -0.558961 -0.076 1.124 -1.243
H 0.906304 2.692658 -1.332158 -0.189 -0.259 -0.117
H -0.795076 2.951556 -2.126532 0.079 -0.161 0.227
O 1.177145 -3.066262 0.504109 -0.798 1.904 0.182
C 0.699501 -1.925353 0.483410 1.973 -3.722 -0.566
O -0.586026 -1.670243 0.623876 -0.662 1.502 0.165
O 1.414210 -0.840944 0.242045 -0.273 0.943 0.137
Ni -0.185220 0.160086 0.407447 -0.011 -1.458 0.766

26
Properties=species:S:1:pos:R:3:forces:R:3 method="wB97M-V/def2-TZVPD" e_tot_ha=-573.1946 multiplicity=1 smiles="C1=CC2=c3cccc[n+]3=CC[N@H+]2C=C1" max_force_ev_per_a=4.9 total_charge=+2 relative_energy_kcal_mol=88.6
C -1.112348 -3.012481 0.877314 -0.760 -2.362 -2.492
C 1.123572 0.629310 -2.932467 -1.263 -0.499 4.749
C -0.325581 -2.261916 0.066233 0.168 1.749 1.639
C 0.398485 -0.224456 -2.077933 2.031 1.266 -1.247
C -1.796196 -2.468355 1.999993 -0.427 0.816 -1.629
C 1.843930 1.717648 -2.331936 -0.511 1.088 -1.416
C -1.555399 -1.139695 2.229628 -1.236 -2.373 2.739
C 1.461840 2.198444 -1.158666 2.850 1.572 2.919
C -0.520932 0.826258 1.863048 1.707 2.838 -1.072
C -0.102332 -0.852414 0.296183 -0.929 -2.091 -0.233
C 0.322236 0.016850 -0.683539 0.129 1.314 -0.734
C 0.437765 1.782247 1.100354 -1.194 0.091 -0.064
N -0.680850 -0.404397 1.475319 0.052 0.766 0.241
N 0.442175 1.504738 -0.376209 -3.389 -1.253 -1.735
H -1.331374 -4.037718 0.319349 0.355 1.829 2.265
H 1.159370 0.405899 -3.919850 0.280 -0.474 -2.878
H 0.223564 -2.738661 -0.664893 0.793 -0.717 -1.825
H 0.102321 -1.099887 -2.597794 -0.729 -1.004 0.396
H -2.654305 -3.011103 2.407379 0.707 0.252 0.581
H 2.514031 2.293073 -2.974748 0.205 -0.229 0.550
H -1.924660 -0.714549 3.208487 0.411 0.037 -1.581
H 2.004577 2.984030 -0.465155 -1.194 -1.317 -2.063
H -1.120106 1.175726 2.676367 0.035 0.304 0.378
H 0.062865 2.826211 1.178767 0.539 -0.661 0.436
H 1.495439 1.693334 1.365373 -0.139 -0.020 0.546
H -0.468085 1.911865 -0.880605 1.508 -0.921 1.529

24
Properties=species:S:1:pos:R:3:forces:R:3 method="wB97M-V/def2-TZVPD" e_tot_ha=-513.9917 multiplicity=1 max_force_ev_per_a=4.6 total_charge=+1 relative_energy_kcal_mol=115.7
C -3.407408 1.375170 0.944600 2.900 -0.576 -1.797
C -2.140882 2.091951 0.935971 -1.093 -4.158 -1.603
C -3.491491 0.143502 0.244665 -1.038 1.574 2.090
C -0.989066 1.416987 0.416225 -0.142 0.557 0.567
C -2.352103 -0.476799 -0.193259 2.548 1.707 0.723
C -1.020718 0.085903 -0.057134 -2.714 2.087 1.238
C -2.579928 -2.504988 -1.572116 -0.040 2.423 2.695
C 0.324145 -1.709291 0.531978 0.219 -2.533 0.625
C 1.825537 -2.011266 0.855300 -2.613 1.883 -2.641
N -2.532215 -1.597053 -0.865269 0.584 -3.001 -2.065
N 0.175695 -0.576099 -0.078083 2.211 0.346 -0.271
N 2.323127 0.923927 -1.266379 2.536 -1.644 0.578
H -4.253813 1.770658 1.415876 -1.068 0.632 0.438
H -2.110707 3.055746 1.323699 0.338 1.461 0.713
H -4.434705 -0.420587 0.182029 0.437 0.522 -0.047
H 0.031976 1.871732 0.529495 -1.230 -0.364 -0.146
H -2.860031 -2.868499 -2.479541 -0.351 -1.698 -2.182
H 2.087312 -2.983858 0.464449 0.229 -0.239 0.491
H 1.788784 -1.858989 1.901259 0.712 -0.357 1.265
H 2.336138 -1.184517 0.329864 0.829 -0.595 0.538
H 1.049183 0.010356 -0.214238 -0.987 0.143 -0.531
H 2.526332 1.911946 -1.328432 -0.077 0.145 -0.430
H 2.228355 0.496922 -2.178998 -0.643 0.635 -0.573
H 3.276150 0.473952 -1.064306 -1.548 1.050 0.325

87
Properties=species:S:1:pos:R:3:forces:R:3 method="wB97M-V/def2-TZVPD" e_tot_ha=-2234.5956 multiplicity=1 smiles="CS(=O)(=O)c1cc(N)c2ncc(CCCCN)nc2c1O.COCCNCCOC.COCCNCCOC" max_force_ev_per_a=3.7
C -3.708786 2.629877 -5.487906 0.794 0.591 1.093
S -2.602309 1.150551 -5.388970 -0.868 -1.609 -1.289
O -3.395204 0.034730 -4.874812 0.850 1.432 0.274
O -2.021722 0.876274 -6.712564 -0.128 1.216 1.640
C -1.265942 1.658926 -4.235667 1.535 0.737 1.218
C -0.076637 2.312670 -4.851924 0.049 -0.299 2.792
C 0.985511 2.745732 -3.968813 -1.084 -0.278 -1.074
N 2.144989 3.354570 -4.590818 -1.471 -0.031 0.695
C 0.935282 2.595523 -2.472221 -0.912 -0.334 -2.381
N 2.012189 3.096111 -1.755365 -2.617 -1.270 2.215
C 1.795635 2.910245 -0.435703 0.057 -0.025 -0.108
C 0.618970 2.237050 0.183549 -0.598 0.057 -0.293
C 0.539466 2.057349 1.743667 1.153 -0.082 -1.085
C 1.001440 3.324777 2.559858 -0.803 -0.152 0.861
C -0.175511 4.295489 2.985388 0.840 -0.235 0.517
C -1.425365 3.575104 3.622818 -0.523 1.736 0.335
N -2.611788 3.677325 2.714306 0.231 -0.003 0.317
N -0.417311 1.754660 -0.538483 2.593 1.309 -0.476
C -0.249540 1.950114 -1.902509 -0.379 -0.069 -1.027
C -1.351873 1.476769 -2.807015 0.468 0.192 -1.440
O -2.476495 0.857508 -2.256686 1.522 0.154 -0.293
H -3.291168 3.356988 -6.226097 -0.441 -0.811 0.410
H -4.773488 2.346724 -5.659905 1.076 -0.061 -0.090
H -3.618390 3.114277 -4.470686 -0.253 -0.559 -1.002
H -0.022559 2.449528 -5.961992 -0.036 -0.194 1.269
H 2.391294 4.205057 -4.078448 0.187 -0.431 -0.181
H 1.884399 3.606158 -5.550567 0.331 -0.093 0.547
H 2.580908 3.300425 0.261021 -0.775 -0.512 -0.864
H 1.268017 1.221985 1.976939 -0.743 0.795 -0.231
H -0.480500 1.680227 2.000168 0.785 0.558 -0.222
H 1.771061 3.945994 2.038077 -0.533 -0.742 0.379
H 1.453131 2.941768 3.523326 -0.307 0.447 -1.036
H 0.253115 4.965007 3.790116 -0.377 -0.580 -0.941
H -0.431694 4.983088 2.129563 -0.109 -0.843 0.784
H -1.703487 4.176067 4.543437 0.614 -0.818 -0.654
H -1.231032 2.527128 3.968521 -0.083 0.820 -0.617
H -3.437381 3.890335 3.281192 0.302 -0.311 -0.318
H -2.496874 4.496151 2.111998 0.037 -0.417 0.222
H -2.363989 -0.112330 -2.368187 -0.499 0.562 0.037
C 6.070512 -0.448891 5.012379 0.109 0.190 -0.105
O 6.943048 -0.137509 3.939020 -0.242 -0.289 0.179
C 7.388883 -1.294074 3.231492 0.334 0.287 -0.398
C 6.880500 -1.253268 1.796989 -0.316 0.055 0.392
N 5.434337 -1.458705 1.754694 0.222 -0.013 -0.186
C 4.848568 -1.215599 0.436653 -0.218 0.098 0.299
C 4.869042 0.225268 -0.082739 -0.269 -0.290 -0.404
O 4.050390 1.114153 0.666286 0.399 0.022 0.088
C 4.700255 1.728875 1.767578 -0.382 0.035 -0.011
H 5.831202 0.478849 5.532775 0.069 0.000 -0.072
H 5.139496 -0.889874 4.643323 -0.021 -0.134 0.118
H 6.552448 -1.130922 5.719582 -0.102 -0.042 0.007
H 7.093836 -2.221985 3.731242 -0.156 0.101 -0.015
H 8.482548 -1.257633 3.218448 -0.012 -0.046 -0.005
H 7.375158 -2.036923 1.216478 -0.045 0.007 -0.029
H 7.153973 -0.279520 1.372297 0.257 -0.024 -0.009
H 4.994408 -0.836123 2.422376 0.043 -0.068 -0.019
H 3.803563 -1.534422 0.495803 0.015 0.059 -0.114
H 5.334175 -1.867983 -0.296201 0.063 0.059 0.035
H 4.442666 0.210060 -1.090422 -0.018 0.030 0.033
H 5.884648 0.620776 -0.191586 0.006 0.046 0.196
H 5.763683 1.898337 1.581336 -0.002 -0.101 0.022
H 4.564988 1.134501 2.674399 0.213 0.053 0.096
H 4.224078 2.697284 1.940705 -0.003 -0.017 -0.054
C -7.482135 -4.996299 -0.305020 0.041 0.201 0.120
O -6.604553 -4.485212 0.684538 -0.079 -0.320 -0.255
C -5.642976 -5.443392 1.123338 0.274 0.363 0.377
C -4.240280 -4.976410 0.758849 -0.363 -0.016 -0.356
N -4.033643 -5.038114 -0.686373 0.162 0.013 0.255
C -2.792517 -4.401975 -1.126264 -0.270 0.019 -0.258
C -2.691142 -2.881763 -0.966928 0.365 -0.124 -0.236
O -3.590669 -2.159161 -1.797504 0.156 0.047 0.408
C -4.864401 -1.918747 -1.219247 -0.090 0.178 -0.367
H -8.217310 -4.224827 -0.534960 0.069 0.015 0.072
H -6.937042 -5.240238 -1.221748 -0.077 -0.153 -0.040
H -8.009458 -5.881858 0.063266 0.013 -0.035 -0.100
H -5.845081 -6.442417 0.724453 0.000 0.112 -0.148
H -5.723287 -5.498932 2.213502 0.021 -0.044 -0.010
H -3.506301 -5.615713 1.257633 0.030 0.014 -0.039
H -4.120883 -3.951738 1.131833 -0.008 -0.041 0.253
H -4.810951 -4.581546 -1.149332 0.042 -0.055 0.035
H -2.682529 -4.634151 -2.189593 0.083 0.092 0.032
H -1.947816 -4.873738 -0.613358 -0.054 0.037 0.070
H -1.687719 -2.590810 -1.294374 -0.011 -0.017 -0.008
H -2.772203 -2.559925 0.077123 -0.186 -0.010 -0.004
H -4.811891 -1.796066 -0.134401 0.032 -0.109 -0.008
H -5.559796 -2.720933 -1.476768 -0.086 -0.014 0.192
H -5.258186 -0.996639 -1.650173 0.109 -0.016 -0.012

23
Properties=species:S:1:pos:R:3:forces:R:3 method="wB97M-V/def2-TZVPD" e_tot_ha=-420.7858 multiplicity=1 max_force_ev_per_a=3.0 total_charge=+1 relative_energy_kcal_mol=255.8
N 1.442827 -0.083457 -1.194527 -0.354 -1.111 -0.740
C 0.080202 -0.330932 -0.955335 2.444 1.195 1.149
C -0.787915 -1.601416 -1.415796 -2.509 -0.730 -0.715
O 2.215571 -1.161390 1.139349 -1.295 0.161 -0.774
C -0.295505 -0.880679 0.300556 0.288 0.749 -0.873
N -2.392491 1.067530 -0.337030 0.775 0.319 0.912
C -1.684651 2.087671 0.277377 -0.690 0.862 -1.569
H 2.118167 -0.572483 -0.579244 -0.374 0.089 0.059
H 3.057875 -1.477160 1.422349 0.872 -0.172 0.587
H 1.658298 -0.063131 -2.179446 0.302 0.101 -0.056
H -0.461071 0.523456 -1.350069 -0.552 -0.332 0.094
H -1.786845 -1.187193 -1.561023 -0.023 -0.166 0.058
H -0.943203 -2.564047 -0.913924 0.494 0.102 0.242
H -0.485850 -1.878802 -2.430900 0.791 0.201 0.288
H 0.258745 -1.695658 0.753199 0.332 0.212 0.095
H -1.066173 -0.343652 0.835830 -0.717 -0.831 -0.100
H -3.409186 1.223820 -0.356426 0.055 0.298 0.143
H -0.679234 2.205310 -0.146088 0.187 -0.426 0.169
H -1.405273 1.867830 1.347735 0.268 -0.538 0.288
H -2.177735 3.067177 0.295077 -0.310 -0.174 0.371
H 1.333784 1.424562 2.307127 0.474 0.071 0.577
H 1.480402 -0.059471 1.517176 0.970 0.454 0.592
O 0.958864 0.862688 1.640734 -1.428 -0.335 -0.797

107
Properties=species:S:1:pos:R:3:forces:R:3 method="wB97M-V/def2-TZVPD" e_tot_ha=-81626.6690 multiplicity=1 max_force_ev_per_a=4.8
C 1.124828 -2.551180 -0.677575 -0.154 0.385 -0.453
C 0.575483 -2.709016 -2.181862 0.099 -2.003 0.828
O -0.217389 -1.586344 -2.643242 2.838 1.618 0.327
B 0.606661 -0.408237 -2.858047 -0.529 -1.164 1.060
O 2.020128 -0.453466 -3.105512 -1.582 -0.127 1.452
C -0.215599 1.022365 -2.742049 1.264 -2.039 -1.634
C 0.785969 2.022931 -3.495089 0.071 1.249 -0.585
C 0.157605 3.427969 -3.892254 -2.114 2.096 -2.419
O -0.686522 3.607486 -4.813393 2.689 -1.356 3.260
O 0.576698 4.625444 -3.222056 -0.826 -2.408 -0.378
C -1.428217 0.762411 -3.792118 -0.099 0.693 -0.098
O -1.432876 0.037060 -4.807244 -0.137 2.819 3.388
N -2.467201 1.642585 -3.250030 0.675 -2.141 0.041
C -2.356712 1.802344 -1.765333 -0.628 4.632 -1.200
C -2.647832 3.398303 -1.613614 -0.022 0.426 0.732
C -3.052908 3.805921 -0.100344 -1.125 0.347 -1.055
C -4.641165 4.113061 0.029340 0.809 -0.463 0.211
Br -2.165214 5.584074 0.279837 -0.147 -0.896 0.098
O -3.447495 1.251792 -1.011214 1.064 -1.215 -1.680
C -3.903290 -0.010395 -1.551550 -0.548 -1.460 0.922
C -5.138951 0.093302 -2.567913 0.949 -0.459 -0.582
C -6.511493 -0.509851 -2.021463 0.057 0.516 -1.229
O -4.763763 -0.703409 -3.746149 0.141 0.616 0.439
C -0.827015 1.413626 -1.323141 -1.347 0.188 0.516
O -1.023548 0.394977 -0.319966 0.764 -0.531 -1.124
C -0.004303 2.525418 -0.475552 -0.779 -0.316 -0.268
B 1.476286 2.031184 -0.039484 1.493 -0.139 0.390
O 1.859711 0.695674 0.306531 -0.053 1.912 -1.478
O 2.543462 3.031896 0.000376 -1.462 -1.566 -1.548
H 2.213277 -2.215373 -0.717525 -1.294 -0.508 0.343
H 1.045578 -3.550880 -0.138072 0.262 1.361 -0.694
H 0.543813 -1.755078 -0.095281 0.778 -1.141 -0.835
H 1.457306 -2.940178 -2.864509 -1.234 0.518 0.641
H -0.081242 -3.656860 -2.190608 0.741 1.675 -0.212
H 2.506019 -0.804286 -2.321390 -0.513 0.116 -1.027
H 1.764373 2.225463 -2.953130 -1.357 -0.467 -0.394
H 1.070338 1.508874 -4.486803 -0.509 0.979 1.460
H -0.132747 5.283831 -3.420651 0.766 -0.594 -0.144
H -2.722868 2.476198 -3.789143 0.058 -0.760 0.133
H -3.547564 3.722939 -2.260578 1.295 -0.828 0.857
H -1.761804 4.027330 -1.992241 -1.275 -1.138 0.726
H -2.717102 3.045077 0.672355 -0.374 1.160 -1.029
H -5.206183 3.248242 -0.470918 0.734 1.184 0.969
H -4.937987 5.091580 -0.471670 0.618 -1.307 0.512
H -4.872693 4.208726 1.143421 0.095 -0.251 -1.647
H -4.229362 -0.648719 -0.646442 0.491 1.054 -1.254
H -3.059166 -0.618776 -2.053146 -1.241 1.057 0.594
H -5.208920 1.169712 -2.941922 -0.288 -1.245 0.896
H -6.389426 -1.415734 -1.338994 -0.010 1.431 -0.771
H -7.101205 0.347094 -1.560733 0.699 -1.340 -0.206
H -7.104412 -0.860279 -2.946576 0.895 0.569 1.428
H -3.931710 -0.324476 -4.120779 -0.855 -0.304 0.451
H -1.350976 -0.445481 -0.704378 0.261 0.716 0.020
H -0.595232 2.734577 0.493863 0.844 -0.391 -1.486
H 0.074863 3.525467 -1.011451 -0.091 -1.306 0.622
H 2.790034 0.565144 -0.004386 -0.787 0.301 0.962
H 2.540344 3.440400 -0.899665 -0.018 0.167 1.226
C 4.782448 -0.453074 2.965196 -0.110 0.001 0.205
Br 5.140110 -0.763810 1.081754 -0.394 -0.162 0.336
Br 5.057626 1.403416 3.459564 -0.406 -0.511 -0.667
Br 3.018646 -1.078154 3.471330 0.362 0.129 -0.119
H 5.503447 -1.043458 3.529102 -0.125 0.122 -0.187
C 3.820446 5.476589 4.422004 -0.094 -0.108 -0.040
Br 3.264786 4.776902 2.700596 0.160 0.139 0.293
Br 5.702722 5.948006 4.441640 -0.333 -0.093 -0.038
Br 2.702835 6.955697 4.991759 0.226 -0.234 -0.114
H 3.685933 4.677702 5.148995 0.052 0.213 -0.164
C -4.681537 -4.454649 -3.932914 -0.078 0.219 0.036
Br -6.074959 -5.225286 -2.825596 0.266 0.044 -0.221
Br -3.151635 -3.898062 -2.882606 -0.246 -0.146 -0.206
Br -4.169432 -5.641948 -5.379436 -0.031 0.176 0.257
H -5.097195 -3.557284 -4.389044 0.143 -0.160 0.140
C -6.345839 -8.779432 -4.998157 -0.015 0.124 -0.070
Br -6.234150 -9.500179 -3.200412 -0.066 0.091 -0.296
Br -5.579221 -9.987017 -6.307253 -0.164 0.203 0.271
Br -8.159182 -8.273021 -5.458134 0.389 -0.115 0.106
H -5.747583 -7.869841 -5.015034 -0.155 -0.241 0.057
C 6.121859 -3.480562 6.213324 0.015 -0.070 0.163
Br 6.495263 -3.774634 4.332555 -0.096 0.119 0.289
Br 6.394314 -1.628210 6.717401 -0.079 -0.305 -0.251
Br 4.354408 -4.108515 6.704158 0.326 0.156 -0.144
H 6.839004 -4.073788 6.777339 -0.182 0.136 -0.168
C -10.337259 -9.431881 -2.024224 0.120 -0.031 -0.033
Br -10.995795 -10.146805 -3.701707 0.027 0.120 0.368
Br -10.418563 -7.494738 -1.985674 -0.012 -0.357 -0.015
Br -11.239370 -10.222123 -0.500312 0.129 0.168 -0.294
H -9.286735 -9.707922 -1.951297 -0.250 0.085 -0.048
C 9.087389 1.859938 1.715668 0.165 0.070 -0.061
Br 9.597654 0.593075 3.090970 -0.163 0.170 -0.302
Br 7.935497 1.044153 0.387793 0.413 0.345 0.235
Br 8.299851 3.465504 2.466413 0.092 -0.322 -0.105
H 9.999976 2.160961 1.205063 -0.231 -0.074 0.150
C 8.347355 2.544933 6.969731 -0.043 -0.027 0.251
Br 6.859672 1.901442 5.901745 0.659 0.294 0.437
Br 9.980572 1.573597 6.589574 -0.325 0.251 0.160
Br 8.586409 4.460691 6.787884 -0.028 -0.353 -0.014
H 8.098934 2.352642 8.011768 0.097 0.092 -0.249
C 13.235706 -1.124895 5.318838 0.111 -0.063 0.011
Br 13.610548 -1.431627 3.441364 -0.126 0.095 0.356
Br 13.506656 0.731158 5.813990 -0.112 -0.353 -0.131
Br 11.468430 -1.754516 5.812801 0.292 0.146 -0.148
H 13.953131 -1.713528 5.887113 -0.194 0.153 -0.142
C -6.794989 4.559887 4.050478 -0.024 0.006 0.112
Br -8.122420 5.762657 3.307900 0.281 -0.229 0.093
Br -6.666022 2.914052 3.033478 -0.063 0.264 0.212
Br -5.068872 5.421995 4.244116 -0.311 -0.167 -0.118
H -7.131554 4.291553 5.049855 0.084 0.066 -0.266